Formula: C6H18AgCuNNaO6S3
Source: the OMol25 dataset
Level of theory: wB97M-V/def2-TZVPD

Geometry as XYZ:
```
37
Properties=species:S:1:pos:R:3:lowdin_charge:R:1
Cu 1.55579 1.21225 -3.43544 0.624
Ag -2.34386 3.65737 -2.55284 0.923
Na -4.44016 0.09088 -1.45765 0.740
N -1.17222 0.75553 -1.61270 -0.510
O -1.62286 1.86404 -1.21671 -0.117
O -1.96563 -0.17417 -1.93037 -0.008
O 0.02779 0.70146 -1.96597 -0.054
C 1.72468 -4.54796 0.29219 -0.163
S 0.76185 -4.71774 -1.25407 1.118
O -0.21185 -5.83809 -0.96998 -0.218
C -0.17541 -3.17451 -1.10211 -0.205
H 2.39846 -3.69499 0.26147 0.073
H 2.27517 -5.45291 0.54815 0.090
H 1.03104 -4.36841 1.11465 0.083
H -0.89853 -3.03890 -1.90680 0.074
H 0.61897 -2.44325 -1.27117 0.055
H -0.71591 -2.92788 -0.19014 0.082
C -2.70223 2.70555 2.21347 -0.219
S -3.06279 0.92252 2.07988 0.941
O -3.70874 0.66731 0.72619 -0.620
C -1.30437 0.33689 1.91536 -0.225
H -3.05772 3.09126 3.17041 0.066
H -3.22492 3.25814 1.43662 0.059
H -1.62571 2.85941 2.25995 0.046
H -1.28614 -0.49810 1.21590 0.034
H -0.71410 0.16148 2.81142 0.070
H -0.85280 1.17630 1.38271 0.007
C 2.72600 0.43242 0.28597 -0.233
S 3.31792 1.89702 -0.62563 0.957
O 2.99383 1.82623 -2.10167 -0.583
C 2.11988 3.15033 0.00438 -0.192
H 2.73184 -0.43295 -0.37643 0.047
H 1.71353 0.50075 0.68817 0.036
H 3.42330 0.20508 1.09214 0.067
H 2.17081 4.12458 -0.46536 0.072
H 2.28535 3.14565 1.08337 0.068
H 1.20977 2.56740 -0.14739 0.014
```

The spin multiplicity is 2. Its net charge is +3. For the HOMO energy (spin up / spin down), the calculation gives -16.97 / -16.97 eV. Its maximum force is 3.7 eV/Å. The calculation puts the total energy at -3888.6511 Eh. Its expectation value of S² is 0.76. The HOMO-LUMO gap (spin up / spin down) is 6.32 / 4.59 eV.